No. 1
C10H94NbO41 as an isolated structure in a non-equilibrium geometry, computed with ωB97M-V/def2-TZVPD.

Each line ends with the Löwdin charge.
Positions of all 146 atoms, in Å:
C: 0.66089 4.11495 -1.66148  -0.137
C: -0.67460 3.25331 -1.91563  -0.396
O: -0.45041 1.80361 -1.96817  -0.566
Nb: -0.11843 1.03345 -0.00055  1.359
C: 2.12138 1.35664 -0.33208  -0.342
C: 3.06729 0.58886 0.74424  -0.358
O: 2.75498 0.46149 1.96897  -0.091
C: 4.47472 0.03553 0.13836  -0.077
C: 5.11351 -1.31840 0.53539  0.018
C: 6.45644 -1.69251 -0.19847  -0.045
C: 7.11894 -0.75937 -1.27100  -0.093
C: 6.46581 0.60101 -1.65800  -0.058
C: 5.14433 0.97844 -0.93914  -0.040
H: 0.92961 4.12068 -0.54526  0.024
H: 0.59390 5.19925 -2.01851  0.073
H: 1.51231 3.54700 -2.18905  0.060
H: -1.51322 3.48480 -1.17782  0.066
H: -1.04736 3.55389 -2.97200  0.107
H: -0.20490 2.73279 0.72132  -0.134
H: -1.93550 0.89081 0.13418  -0.140
H: 0.01001 -0.62745 -0.78424  -0.102
H: 0.10221 0.26517 1.62014  -0.135
H: 2.46858 2.44822 -0.30714  0.038
H: 2.40092 0.92759 -1.37005  0.051
H: 4.61440 -1.98826 1.31369  0.077
H: 6.93165 -2.69488 0.05197  0.084
H: 8.07221 -1.06605 -1.81172  0.076
H: 6.86970 1.33108 -2.43120  0.058
H: 4.65113 1.97148 -1.22288  0.088
O: -0.28661 -2.87484 -1.12375  -0.141
H: -0.27946 -3.31381 -1.98497  -0.005
H: 0.41296 -3.32062 -0.62913  0.030
O: 0.65612 -3.88216 -3.89784  -0.055
H: 1.56119 -4.15342 -3.70072  0.064
H: 0.31467 -4.59379 -4.45661  0.045
O: 6.77627 3.59903 -2.19345  -0.060
H: 7.66463 3.53199 -1.81929  0.079
H: 6.31594 4.20483 -1.59552  0.082
O: -0.64012 -4.98052 0.32572  -0.091
H: -1.06212 -5.19902 1.16680  0.000
H: -1.30788 -4.44921 -0.14143  -0.015
O: -2.09299 -2.85823 -4.15865  -0.054
H: -1.18848 -3.12984 -4.36247  0.000
H: -1.99513 -1.95819 -3.82035  0.057
O: 4.59523 2.35399 -4.38928  -0.055
H: 5.09326 2.88081 -3.75113  0.000
H: 5.20191 1.64119 -4.62832  0.020
O: 6.12016 3.08634 1.56206  -0.063
H: 6.05170 2.32966 0.96410  -0.004
H: 5.20225 3.31312 1.75767  0.038
O: -3.17679 5.24730 -1.89162  -0.064
H: -3.95920 4.71914 -1.67976  0.011
H: -3.48692 5.86580 -2.56717  0.001
O: 7.38055 1.97754 -5.29601  -0.052
H: 8.28394 1.69520 -5.48475  0.045
H: 7.48138 2.87996 -4.96459  0.029
O: 7.29871 -2.60944 -3.96429  -0.068
H: 7.71700 -1.79700 -4.27325  0.027
H: 7.19219 -2.47033 -3.01330  -0.008
O: -2.42586 -0.31056 2.37177  -0.152
H: -3.26386 -0.33474 1.89300  0.019
H: -2.40914 -1.14883 2.85991  0.005
O: -2.69052 -4.03366 -1.39914  -0.058
H: -2.91830 -4.33992 -2.28713  0.043
H: -3.17686 -3.20544 -1.30609  0.066
O: -2.99180 1.34083 5.16583  -0.052
H: -3.20593 0.62986 5.78192  0.016
H: -2.91813 0.89352 4.30705  0.015
O: -5.22496 1.08199 7.32405  -0.047
H: -4.80858 1.89491 7.00681  0.033
H: -5.32100 1.22234 8.27416  0.057
O: 0.59293 0.68515 -4.44866  -0.071
H: 1.48599 0.62419 -4.08958  0.027
H: 0.13380 1.28017 -3.83380  0.000
O: -0.95148 0.00758 -7.28990  -0.076
H: -0.44819 0.53331 -6.65121  0.009
H: -0.34143 -0.69390 -7.54559  0.027
O: -4.98747 3.40552 -0.09327  -0.054
H: -5.88319 3.12768 0.13566  0.032
H: -4.81606 4.15219 0.49490  0.045
O: 6.93410 5.69425 -4.10504  -0.073
H: 6.10180 5.67394 -4.59582  0.041
H: 6.93196 4.86465 -3.60369  -0.032
O: 2.52118 4.97110 -4.52115  -0.077
H: 2.21147 5.01812 -5.43715  -0.006
H: 2.65114 4.02708 -4.36154  0.007
O: -5.26099 0.00151 3.84577  -0.055
H: -4.85372 0.82286 3.54080  0.034
H: -5.35710 0.12772 4.79899  0.008
O: -6.28190 -1.50970 6.19958  -0.055
H: -7.18023 -1.78403 6.42501  0.014
H: -6.10798 -0.76016 6.78382  -0.001
O: -9.39711 -2.61174 6.16600  -0.049
H: -9.46391 -3.36031 5.56044  0.045
H: -10.31443 -2.39308 6.37013  0.041
O: -2.67604 -4.54194 2.23518  -0.045
H: -3.09995 -4.75869 3.07657  0.060
H: -3.33809 -4.01493 1.76841  0.071
O: -7.84442 1.24671 2.39833  -0.057
H: -7.83672 0.80879 1.53833  0.043
H: -7.14542 0.79780 2.89548  0.011
O: 5.61832 -4.22839 2.79103  -0.071
H: 4.71547 -4.49577 3.01208  0.005
H: 5.78774 -3.47729 3.37235  0.033
O: -3.43517 -7.37486 1.42568  -0.064
H: -2.52752 -7.64293 1.22695  0.024
H: -3.34364 -6.47338 1.76607  0.002
O: -0.66094 -6.35380 -2.95674  -0.050
H: 0.23246 -6.41603 -2.59762  0.048
H: -1.11522 -5.75485 -2.34796  0.011
O: 3.10607 -5.26494 4.65331  -0.053
H: 2.27363 -5.28635 4.16434  0.040
H: 3.10777 -6.09322 5.14848  0.042
O: 4.21985 0.93695 4.60473  -0.061
H: 3.89605 0.98638 3.69318  0.003
H: 4.35676 -0.00622 4.75165  0.033
O: -10.22243 3.04900 1.40285  -0.070
H: -10.21626 2.61252 0.54284  0.028
H: -9.52355 2.59986 1.89891  -0.002
O: 6.40508 1.66723 6.92510  -0.069
H: 5.56308 1.64193 6.44965  0.008
H: 6.42451 0.83388 7.41016  0.026
O: -5.74982 3.46101 5.04527  -0.057
H: -4.84659 3.17381 4.84833  0.019
H: -5.64218 4.36311 5.37095  0.040
O: -2.80298 -2.20557 4.70085  -0.046
H: -1.90786 -2.26551 5.05922  0.059
H: -3.26400 -1.62267 5.31648  0.027
O: -3.04219 -8.77062 -1.57544  -0.062
H: -2.63696 -7.94795 -1.87945  0.019
H: -3.14358 -8.64323 -0.62274  -0.002
O: 1.37261 5.92926 -7.05610  -0.051
H: 1.15225 5.62150 -7.94346  0.046
H: 0.88568 6.75948 -6.96734  0.025
O: -4.68688 7.72030 -3.25675  -0.055
H: -5.58261 7.44244 -3.02798  0.046
H: -4.51736 8.46816 -2.67047  0.046
O: -2.08899 -9.88318 1.94912  -0.062
H: -2.15044 -10.63163 1.34238  0.043
H: -3.00963 -9.66940 2.15189  0.030
O: 2.37591 -2.56138 1.94178  -0.070
H: 2.47940 -1.68469 2.34246  0.008
H: 1.56808 -2.90527 2.34178  0.035
O: -0.58378 7.49905 -5.21552  -0.046
H: -1.48293 7.22569 -4.99455  0.039
H: -0.41571 8.24685 -4.62945  0.042

Results
E_tot (Eh): -3578.850307
Spin multiplicity: 1
Frontier orbital gap (eV): 6.091
Charge: -1

No. 2
C34H26Cl2CsIN10O4 as an isolated structure in a non-equilibrium geometry, computed with ωB97M-V/def2-TZVPD.

Each line ends with the Löwdin charge.
Positions of all 78 atoms, in Å:
Cs: -0.34791 0.15133 -0.33090  1.393
Cl: -1.75801 7.26270 -2.44865  0.591
C: -2.01355 5.57967 -2.04377  -0.691
C: -0.94455 4.70273 -2.13307  -0.052
C: -1.06664 3.34910 -1.81578  -0.220
N: 0.02401 2.48709 -1.73696  -0.052
C: 1.05976 2.61408 -2.55249  -0.528
O: 1.19806 3.27177 -3.59923  -0.029
C: 2.31365 1.86855 -2.06104  -0.200
C: 3.54979 2.45072 -2.33017  -0.021
C: 4.69102 1.87409 -1.80443  -0.082
C: 4.57679 0.71932 -1.04503  -0.076
C: 3.31207 0.18806 -0.85592  -0.157
N: 2.20304 0.74594 -1.34269  -0.058
C: -2.35083 2.87667 -1.40478  -0.245
C: -3.40910 3.77467 -1.34501  -0.071
C: -3.25360 5.11957 -1.64804  -0.699
Cl: -4.64275 6.17473 -1.53791  0.587
N: -2.52512 1.50848 -1.14818  -0.037
C: -2.97300 1.06078 0.00189  -0.726
O: -3.09386 -0.15829 0.27956  -0.241
C: -3.21832 1.98932 1.17697  -0.218
C: -4.50650 2.21276 1.65770  -0.021
C: -4.67016 3.01813 2.76600  -0.080
C: -3.54255 3.55656 3.37238  -0.085
C: -2.30373 3.26019 2.83244  -0.136
N: -2.13145 2.50180 1.75109  0.141
H: 0.01433 5.07321 -2.46496  0.102
H: 3.57098 3.33993 -2.94345  0.107
H: 5.66308 2.31991 -1.98385  0.095
H: 5.43788 0.22552 -0.61678  0.096
H: 3.19034 -0.73300 -0.29494  0.092
H: -4.38928 3.41075 -1.06601  0.105
H: -5.34630 1.74774 1.15960  0.117
H: -5.65966 3.22345 3.15756  0.097
H: -3.61808 4.18800 4.24850  0.090
H: -1.39976 3.65407 3.28433  0.102
C: 1.12913 -1.83980 6.68894  -0.060
C: 0.02722 -2.07766 5.70455  -0.287
N: -1.11825 -2.53016 6.12691  0.081
C: -2.12762 -2.70558 5.23149  -0.137
C: -1.98570 -2.50026 3.88494  -0.168
C: -3.22762 -2.53298 3.01702  -0.189
O: -3.95534 -3.75981 3.10577  -0.068
C: -0.72382 -2.09201 3.38903  -0.100
C: -0.36327 -1.96619 1.98698  -0.179
N: -0.62527 -2.70767 0.97219  0.026
C: -1.20598 -3.96769 1.08230  -0.373
C: -0.74191 -4.91163 2.00967  -0.014
C: -1.27708 -6.18614 2.06689  -0.096
C: -2.29489 -6.56398 1.19557  -0.124
C: -2.75266 -5.65201 0.25336  -0.186
C: -2.20371 -4.37688 0.18805  -0.674
I: -2.89905 -3.01638 -1.22577  1.077
C: 0.33038 -1.77867 4.30173  -0.380
O: 1.46474 -1.35870 3.96915  -0.050
H: 0.83769 -2.22713 7.66501  0.061
H: 2.05664 -2.30271 6.34995  0.068
H: 1.34694 -0.77165 6.77087  0.074
H: -3.09018 -2.98912 5.64043  0.098
H: -3.91723 -1.76353 3.37057  0.128
H: -3.00122 -2.27617 1.98255  0.083
H: -3.33800 -4.46866 2.88947  0.055
H: 0.29285 -1.12071 1.77080  0.017
H: 0.03461 -4.60694 2.69835  0.131
H: -0.90538 -6.88451 2.80573  0.103
H: -2.73179 -7.55205 1.24905  0.096
H: -3.54611 -5.92002 -0.43067  0.090
N: 0.47364 -4.24271 -1.78459  0.185
C: 1.06426 -5.24517 -1.10514  -0.515
N: 0.29953 -6.34850 -0.84291  0.162
N: 2.31767 -5.27535 -0.72814  0.092
C: 3.06297 -4.23161 -1.08086  -0.394
N: 3.76201 -3.35550 -1.36515  0.117
H: -0.53001 -4.24986 -1.89682  0.009
H: 0.85330 -3.31267 -1.69796  0.102
H: -0.67691 -6.16931 -0.64583  0.051
H: 0.73411 -6.95610 -0.16525  0.100

Results
E_tot (Eh): -3398.130359
Spin multiplicity: 1
Frontier orbital gap (eV): 5.890
Charge: -2

No. 3
C32H34AsN3O3OsS2 as an isolated structure, computed with ωB97M-V/def2-TZVPD.

Each line ends with the Löwdin charge.
Positions of all 76 atoms, in Å:
Os: -0.48795 0.13918 -0.22224  0.946
C: 2.47765 -2.02790 -2.67239  -0.034
C: 3.51723 -2.10674 -1.58938  -0.178
C: 4.83914 -2.33875 -1.95123  -0.046
C: 5.85008 -2.38024 -1.00706  -0.072
C: 5.55196 -2.15732 0.32422  -0.044
C: 4.24701 -1.91081 0.73471  -0.183
C: 3.98252 -1.60557 2.18150  -0.022
C: 3.23159 -1.92964 -0.23003  -0.103
N: 1.89269 -1.65304 0.20214  -0.060
C: 1.31624 -2.35854 1.21786  -0.442
O: 1.70636 -3.47210 1.53533  0.065
C: 0.37456 -1.62465 2.13625  -0.150
C: 0.32753 -1.99030 3.47632  0.028
C: -0.21521 -1.10078 4.39155  -0.013
C: -0.57865 0.17585 3.97562  0.033
C: -0.51411 0.45383 2.62727  -0.169
N: -0.16927 -0.48224 1.74027  -0.017
C: -0.51957 1.84746 2.04152  -0.459
O: -0.72411 2.81659 2.73662  0.113
N: -0.14772 1.84089 0.71266  -0.122
C: 0.25870 3.09194 0.13451  -0.230
C: -0.68907 4.02435 -0.28456  -0.213
C: -2.16082 3.76488 -0.15396  -0.025
C: -0.23459 5.20668 -0.85641  -0.043
C: 1.11975 5.45392 -1.00678  -0.077
C: 2.04379 4.52196 -0.56643  -0.048
C: 1.62806 3.33153 0.01923  -0.203
C: 2.63480 2.34332 0.54060  -0.028
H: 1.60472 -2.63139 -2.43979  0.034
H: 2.89302 -2.39103 -3.61202  0.085
H: 2.13495 -1.00295 -2.81299  0.082
H: 5.07147 -2.48747 -2.99856  0.110
H: 6.87153 -2.56605 -1.31273  0.104
H: 6.34222 -2.15123 1.06484  0.111
H: 4.90353 -1.29249 2.67038  0.083
H: 3.59464 -2.48293 2.70216  0.084
H: 3.25168 -0.80099 2.29350  0.083
H: 0.75996 -2.93587 3.76875  0.127
H: -0.27329 -1.37017 5.43761  0.116
H: -0.86523 0.96030 4.66167  0.129
H: -2.48552 3.03374 -0.89585  0.051
H: -2.72197 4.68401 -0.32052  0.083
H: -2.42000 3.38155 0.83303  0.074
H: -0.95959 5.94026 -1.18835  0.109
H: 1.45488 6.37822 -1.45999  0.101
H: 3.10470 4.71790 -0.66584  0.107
H: 3.64552 2.73025 0.41582  0.079
H: 2.56741 1.38369 0.02595  0.059
H: 2.47714 2.15238 1.60576  0.084
S: -2.70987 0.18903 -0.18397  0.631
C: -3.24664 0.61632 -1.80221  -0.668
C: -4.60652 0.52984 -2.11341  -0.127
C: -5.05353 0.88577 -3.36900  -0.095
C: -4.13464 1.32932 -4.32328  -0.088
C: -2.79051 1.40627 -4.02230  -0.118
C: -2.31741 1.04284 -2.75285  -0.710
S: -0.61770 1.12219 -2.38336  0.626
H: -5.30217 0.18722 -1.35584  0.104
H: -6.10622 0.82238 -3.60960  0.099
H: -4.47728 1.61270 -5.31033  0.102
H: -2.07943 1.74711 -4.76477  0.104
C: -0.19292 -3.94940 -1.03954  -0.268
As: -1.07022 -2.22668 -1.37177  1.035
C: -1.10133 -2.16334 -3.31292  -0.275
C: -2.88023 -2.87424 -1.06724  -0.305
O: 1.34684 -0.58075 -0.48248  -0.377
H: -0.52347 -4.64409 -1.81141  0.036
H: -0.53048 -4.30899 -0.06797  0.036
H: 0.89033 -3.90125 -1.02152  0.012
H: -1.24723 -3.17215 -3.69907  0.038
H: -0.18128 -1.73334 -3.69798  0.012
H: -1.93254 -1.52783 -3.61493  0.023
H: -2.96490 -3.87165 -1.49863  0.035
H: -3.60206 -2.20983 -1.53644  0.009
H: -3.08244 -2.91942 0.00184  0.027

Results
E_tot (Eh): -4752.663561
Spin multiplicity: 1
Frontier orbital gap (alpha / beta) (eV): 5.806 / 5.807
Charge: 0

No. 4
A 2-piece molecular cluster, HN3O3 overall in a non-equilibrium geometry, computed with ωB97M-V/def2-TZVPD.

Each line ends with the Löwdin charge.
Positions of all 7 atoms, in Å:
N: 2.45181 -0.59195 0.51701  0.073
N: 1.87664 -0.06287 -0.28658  0.026
N: -1.04204 -0.11439 0.31127  -0.473
O: -0.95005 0.80682 -0.65250  0.076
O: -1.96743 0.11761 1.06189  0.114
O: -0.21772 -0.99068 0.32852  0.028
H: -0.15120 0.83545 -1.27963  0.156

Results
E_tot (Eh): -390.473956
Spin multiplicity: 1
SMILES: O=[N+]([O-])O.N#N
Frontier orbital gap (eV): 12.004
Charge: 0